An isolated molecule of C7H14O2. Source: the OMol25 dataset; level of theory: the ωB97M-V functional and the def2-TZVPD basis.

Last column: Löwdin charge in e.
Atoms and positions in Å:
C: -2.6029 -0.5358 0.2335  -0.089
C: -1.3618 0.3446 0.3596  -0.185
C: -0.0300 -0.4041 0.1307  -0.552
C: 0.1172 -0.8236 -1.3366  -0.002
O: 0.0479 -1.5423 0.9752  -0.015
C: 1.1620 0.4881 0.5682  -0.275
C: 1.2151 1.8735 -0.0649  -0.045
C: 2.4566 -0.2564 0.3508  -0.244
O: 3.4492 0.2007 -0.1430  0.070
H: -3.4925 0.0693 0.3915  0.075
H: -2.6009 -1.3243 0.9836  0.072
H: -2.6753 -0.9850 -0.7542  0.069
H: -1.4308 1.1604 -0.3594  0.113
H: -1.3436 0.7725 1.3639  0.122
H: 1.0859 -1.2923 -1.4953  0.089
H: -0.6570 -1.5387 -1.6083  0.082
H: 0.0340 0.0366 -1.9938  0.089
H: -0.6071 -2.1840 0.6796  0.094
H: 1.0751 0.5848 1.6587  0.158
H: 2.1461 2.3540 0.2263  0.083
H: 1.2052 1.8045 -1.1494  0.084
H: 0.3863 2.4941 0.2622  0.076
H: 2.4212 -1.2967 0.7212  0.131

Its SMILES is CC[C@](C)(O)[C@H](C)C=O. The HOMO energy is -9.4391 eV. The value obtained for the total energy is -425.5922 hartree. The relative energy (zero: lowest compared OMol25 entry of this formula, charge and spin) is 0.355 eV. The multiplicity is 1.